30
Properties=species:S:1:pos:R:3:forces:R:3 method="wB97M-V/def2-TZVPD" total_charge=0 orbital_gap_ev=11.278
C -1.83877 0.03453 -1.65324 -0.9 -2.9 -2.1
C -1.51965 1.37921 -1.17331 1.8 -0.6 2.1
C -2.59560 1.66043 -0.06824 -1.5 -3.5 -1.5
C -2.33413 0.38993 0.79511 1.5 -1.0 -1.1
C -2.20515 -0.78062 -0.35099 0.7 1.7 1.4
H -2.60800 0.34110 -2.48827 0.5 -2.0 1.6
H -1.03189 -0.62969 -2.15890 -0.9 1.8 0.4
H -1.45705 1.96313 -2.06705 0.5 1.3 0.2
H -0.53717 1.07650 -0.63265 -0.9 2.1 -0.7
H -3.68953 1.64010 -0.42223 1.6 0.1 0.0
H -2.46852 2.48440 0.51348 0.5 2.7 1.3
H -2.98669 -0.05683 1.56336 -0.1 1.1 -0.2
H -1.33254 0.65871 1.26100 -1.1 -1.0 -0.2
H -3.19493 -1.17051 -0.41760 -0.6 -0.8 -0.1
H -1.45376 -1.55895 0.03136 -1.1 1.0 -1.1
C 1.61228 -1.13198 1.47147 -3.3 -1.9 -1.3
C 1.86105 -1.57749 0.03394 1.8 -4.9 -1.6
C 2.32190 -0.39133 -0.78201 -1.6 1.5 -1.0
C 2.71082 0.56459 0.36344 -0.3 -1.5 -0.3
C 1.73806 0.32033 1.54607 -0.1 1.9 -3.1
H 0.57560 -1.53341 1.56653 0.4 0.7 1.1
H 2.18202 -1.59131 2.18608 1.7 -1.6 1.6
H 1.04601 -2.41390 -0.40216 1.9 2.7 1.0
H 2.84772 -2.25644 -0.00152 -2.1 1.0 0.4
H 1.43780 0.06815 -1.55209 2.8 -1.2 1.9
H 3.36492 -0.57105 -1.14171 -1.6 -0.1 -1.4
H 2.90434 1.47388 -0.08889 -0.2 2.6 -0.2
H 3.70070 0.20879 0.55251 0.8 -0.2 1.1
H 0.76824 0.65931 1.06767 0.8 0.8 1.6
H 2.18189 0.74044 2.44885 -1.0 0.2 0.1

***

30
Properties=species:S:1:pos:R:3:forces:R:3 method="wB97M-V/def2-TZVPD" total_charge=0 orbital_gap_ev=9.468
C -0.92126 -1.25338 -3.44542 0.6 -1.3 0.3
C -0.78164 -2.32257 -2.32306 -0.6 1.7 1.7
C -0.41783 -2.07938 -1.02772 0.0 -0.6 -0.9
C -0.40586 -3.17093 0.03872 0.6 0.3 -0.1
C -0.00845 -0.71406 -0.43816 -1.0 -0.7 -1.5
H -1.92283 -1.27720 -3.90682 0.4 -0.1 0.2
H -0.18585 -1.61858 -4.18190 -0.4 0.6 -0.2
H -0.67568 -0.20849 -3.19143 0.0 -0.6 0.2
H -1.19703 -3.31399 -2.54697 0.4 0.3 -0.1
H -1.32978 -3.16576 0.64118 0.3 0.1 -0.2
H 0.43345 -2.85124 0.67901 -0.3 -0.6 0.2
H -0.21461 -4.20200 -0.30324 -0.2 0.5 -0.1
H -0.56666 0.00077 -1.06588 0.5 -0.2 0.6
H 1.06093 -0.44512 -0.46467 -0.4 -0.4 -0.1
H -0.36790 -0.62523 0.60084 0.6 -0.8 -1.3
C 0.10166 2.35283 -0.68393 0.4 -0.2 0.7
C 0.91211 2.30754 0.61915 -0.4 -0.4 2.1
C 0.68461 1.70866 1.84505 -1.4 2.3 -1.1
C 1.72802 1.87917 2.98559 0.0 -0.9 -1.3
C -0.67636 1.01498 2.18879 1.3 -0.2 -0.2
H 0.79552 1.97177 -1.45201 -0.5 0.2 -0.1
H -0.18115 3.38605 -0.94681 0.2 -0.3 0.2
H -0.80679 1.72730 -0.68904 0.5 0.6 0.2
H 1.82142 2.92281 0.60593 -0.2 -0.3 -0.3
H 2.46349 2.66897 2.75775 -0.3 -0.4 0.0
H 2.22016 0.89810 2.87653 0.4 0.3 0.7
H 1.40115 1.99432 4.03273 -0.4 -0.1 -0.7
H -1.56250 1.66444 2.28657 0.6 0.1 -0.1
H -0.54148 0.45950 3.13211 -0.2 0.1 -0.3
H -0.85878 0.29080 1.37707 -0.6 1.0 1.3

***

48
Properties=species:S:1:pos:R:3:forces:R:3 method="wB97M-V/def2-TZVPD" s2=0.76 total_charge=+1 multiplicity=2 orbital_gap_ev="4.615 / 4.759"
W -0.86045 -0.28623 -0.55222 0.5 0.9 -0.9
C -0.67641 -2.67729 1.45756 -0.1 -0.2 0.0
C 0.69153 -2.65816 0.83499 -0.2 -0.1 0.0
O 0.45807 -2.01894 -0.45270 0.2 -0.1 0.2
C 1.57156 -2.13188 -1.38848 -0.1 0.0 0.0
C 2.23635 -0.78078 -1.53618 0.0 -0.2 -0.1
O 1.14485 0.14128 -1.71227 0.1 0.1 0.1
C 1.46114 1.41511 -2.28974 -0.2 0.0 -0.1
C 0.10472 1.98512 -2.64343 0.1 -0.1 0.0
O -0.75814 1.80222 -1.49172 0.1 0.2 0.2
C -0.55576 2.86674 -0.51689 -0.2 0.0 0.1
C -1.51800 2.58942 0.60262 0.0 0.0 -0.1
O -1.23502 1.23139 0.97915 0.0 0.0 0.1
C -1.96605 0.75811 2.12929 0.0 0.0 0.1
C -1.35870 -0.57427 2.48291 -0.2 0.1 -0.1
O -1.26288 -1.35160 1.24136 0.3 0.0 0.2
H -0.64882 -2.87444 2.52682 0.1 0.0 0.0
H -1.35604 -3.36475 0.94663 0.1 0.1 0.0
H 1.02740 -3.67976 0.65136 0.0 0.0 0.0
H 1.44411 -2.09130 1.38637 -0.1 -0.1 0.0
H 1.12830 -2.48322 -2.31937 0.1 0.1 0.0
H 2.25513 -2.88551 -1.00441 0.1 0.1 0.0
H 2.84961 -0.78882 -2.44023 0.0 0.0 0.0
H 2.84314 -0.48543 -0.68075 -0.1 -0.1 -0.1
H 2.05640 1.27429 -3.19382 0.0 0.0 0.0
H 2.02903 2.01211 -1.57558 -0.1 0.0 0.0
H -0.36866 1.43534 -3.45528 0.1 0.0 0.1
H 0.14012 3.04330 -2.89564 0.0 0.0 0.0
H -0.77996 3.82081 -0.99489 0.0 0.0 0.0
H 0.47734 2.85085 -0.16440 0.0 0.0 0.1
H -2.56531 2.65640 0.28916 0.1 0.0 0.0
H -1.32804 3.23988 1.45798 0.0 0.0 0.0
H -3.02285 0.68508 1.86286 0.1 0.0 0.1
H -1.81946 1.46679 2.94623 0.0 0.0 0.0
H -2.01512 -1.12641 3.15650 0.0 0.0 0.0
H -0.35387 -0.48474 2.89379 -0.1 0.1 0.0
S -2.95169 -3.58900 -0.95391 0.8 0.4 0.6
As -3.03852 -1.79129 -1.99753 -3.0 -2.7 -1.6
S -1.11721 -1.05272 -2.75834 0.7 0.3 0.4
S -3.15345 0.01942 -0.71556 0.7 0.4 0.7
S -4.57826 -2.00919 -3.38924 0.6 1.0 0.1
F 1.08270 0.13234 0.87415 -0.5 -0.1 0.0
P 2.25025 0.87924 1.95031 0.3 0.1 0.2
F 3.30530 -0.16881 1.33823 0.0 0.1 0.0
F 3.30632 1.54086 2.89496 0.0 0.0 0.0
F 2.55281 1.89373 0.73106 -0.1 -0.1 0.0
F 1.81063 -0.22779 3.03592 -0.1 0.1 -0.1
F 1.06182 1.84249 2.45240 -0.1 -0.1 -0.1

***

35
Properties=species:S:1:pos:R:3:forces:R:3 method="wB97M-V/def2-TZVPD" total_charge=+1 orbital_gap_ev=8.765
C 1.91038 1.29703 -0.47866 -0.2 0.2 0.2
C 0.51834 1.01098 0.04563 0.1 -0.1 -0.6
Br 0.47579 1.41600 1.95824 -0.1 -0.1 0.0
C -0.53847 1.80912 -0.71805 0.5 0.4 0.2
C -1.90607 1.73067 -0.07298 -0.3 0.0 -0.6
C -2.53412 2.98270 0.51040 -0.6 0.5 -0.7
N -3.96696 2.57135 0.64323 1.2 -1.3 0.6
C -4.09276 1.41789 -0.09514 0.5 1.4 -0.6
N -5.05464 0.50176 0.11981 -0.7 0.0 -0.6
N -3.06922 1.31686 -0.95756 -0.2 -1.0 0.4
H 2.64761 0.68964 0.03268 0.1 -0.1 -0.1
H 2.14574 2.34337 -0.29736 0.1 0.1 0.0
H 1.96066 1.10753 -1.54822 0.1 -0.1 -0.1
H 0.28710 -0.04563 -0.07441 0.0 -0.2 0.4
H -0.53360 1.43227 -1.73943 -0.2 0.0 -0.1
H -0.17667 2.83557 -0.76894 -0.2 0.2 -0.1
H -1.88700 0.91972 0.65556 0.2 0.2 0.4
H -2.05330 3.34844 1.40807 -0.3 -0.2 0.4
H -2.55707 3.79626 -0.21646 0.6 0.0 -0.2
H -4.62779 3.27459 0.33767 -0.6 -0.1 0.7
H -5.13068 0.08189 1.02990 -0.3 0.6 0.4
H -5.78429 0.29123 -0.53997 0.3 -0.3 -0.3
H -2.98365 0.44154 -1.46111 0.1 -0.1 0.2
C 2.47143 -2.51995 1.30889 -0.2 0.0 0.0
C 2.59626 -3.69138 0.34290 0.0 0.1 0.2
C 3.88578 -3.61977 -0.48139 -0.3 0.0 0.0
C 3.89973 -2.38491 -1.26840 0.3 -0.3 0.1
N 3.91112 -1.40533 -1.86160 -0.2 0.3 -0.2
H 2.43530 -1.56917 0.77373 0.1 0.0 0.0
H 1.55486 -2.60285 1.89384 0.0 0.0 0.0
H 3.31077 -2.48511 2.00450 0.0 0.0 0.0
H 1.73872 -3.70240 -0.33275 0.0 0.0 0.0
H 2.57506 -4.62985 0.89789 0.1 0.0 -0.1
H 3.96092 -4.46800 -1.16130 0.0 0.0 0.0
H 4.76205 -3.63161 0.16757 0.0 0.0 0.0

***

41
Properties=species:S:1:pos:R:3:forces:R:3 method="wB97M-V/def2-TZVPD" total_charge=+2 orbital_gap_ev="6.316 / 6.119"
Ga -0.03440 0.18281 0.66018 0.5 0.0 0.3
C -1.44004 -2.51523 0.32456 0.0 0.1 -0.1
C -0.05261 -3.03242 0.57075 0.1 0.0 0.0
O 0.78498 -1.90562 0.92353 -0.1 -0.2 -0.1
C 2.08767 -1.98340 0.31992 0.0 0.0 0.0
C 2.01013 -1.30438 -1.02739 0.0 0.0 -0.1
O 1.35450 -0.02809 -0.80721 0.0 0.0 0.1
C 1.86056 1.15447 -1.46405 0.0 0.0 0.0
C 1.87347 2.26002 -0.42693 -0.1 0.0 -0.1
O 0.65758 2.20353 0.33496 -0.2 0.3 -0.2
C -0.38209 3.14479 0.00131 0.1 0.0 -0.1
C -1.18876 2.57812 -1.14512 0.0 0.0 0.1
O -1.37274 1.19874 -0.80610 -0.1 0.0 -0.1
C -2.15978 0.43479 -1.72879 0.0 0.1 0.0
C -2.50249 -0.83057 -0.99784 0.0 -0.1 0.0
O -1.26164 -1.33025 -0.47310 -0.1 0.0 0.0
H -1.96172 -2.25454 1.24671 0.0 0.0 0.0
H -2.02429 -3.24793 -0.23356 0.0 0.0 0.0
H 0.33672 -3.49677 -0.33555 0.0 0.0 0.0
H -0.03365 -3.75458 1.38659 0.0 0.0 0.0
H 2.39523 -3.02331 0.21901 0.0 0.0 0.0
H 2.77505 -1.47543 0.99065 0.0 0.0 0.0
H 1.40823 -1.86218 -1.74521 0.0 0.0 0.0
H 3.00151 -1.13152 -1.44219 0.0 0.0 0.0
H 1.21003 1.37445 -2.30974 0.0 0.0 0.0
H 2.86627 0.96147 -1.83347 0.0 0.0 0.0
H 1.97577 3.23545 -0.90140 0.0 0.0 0.0
H 2.69014 2.12775 0.28313 0.0 0.0 0.0
H 0.05503 4.11190 -0.24134 0.0 0.0 0.0
H -0.98726 3.23670 0.90044 0.0 0.0 0.0
H -0.67143 2.65520 -2.10520 0.0 0.0 0.0
H -2.15719 3.07493 -1.22407 0.0 0.0 0.0
H -1.57525 0.24201 -2.63193 0.0 0.0 0.0
H -3.06531 0.98344 -1.99113 0.0 0.0 0.0
H -2.94009 -1.56897 -1.67080 0.0 0.0 0.0
H -3.19135 -0.63669 -0.17141 0.0 0.0 0.0
Se -0.14047 -2.30424 4.75461 0.0 0.0 0.0
Sb 0.04038 0.06384 3.97550 -0.6 -0.1 0.1
Se 1.86583 0.62324 2.54267 0.5 -0.1 -0.1
Se -0.33991 1.43471 6.00200 0.0 0.0 0.0
Se -1.76661 0.40372 2.27702 -0.2 0.0 0.2

***

35
Properties=species:S:1:pos:R:3:forces:R:3 method="wB97M-V/def2-TZVPD" total_charge=+1 orbital_gap_ev=8.339
C 1.47246 0.67296 2.56742 -0.1 0.0 0.2
C 0.66741 1.94094 2.22537 0.3 -0.1 -0.1
C -0.28973 1.81039 1.04143 0.0 0.1 0.3
C -1.49073 0.88411 1.26030 -0.1 0.0 -0.3
C -1.30754 -0.62123 0.99061 0.1 0.2 0.2
N -0.33674 -0.95457 -0.06758 -0.7 -0.4 0.1
C 0.48989 -1.97843 0.04622 0.5 -0.3 0.0
N 0.76866 -2.64800 1.15597 -0.1 0.2 0.3
N 1.09265 -2.37723 -1.14116 -0.1 0.7 0.1
I 3.02812 -1.54387 -0.98944 -0.1 -0.5 -0.2
C 0.29768 -1.69769 -2.22295 0.5 -0.4 0.2
C -0.80658 -0.94337 -1.47290 -0.1 0.2 -0.8
C -1.18145 0.40200 -2.09502 0.1 0.0 -0.1
C -0.02865 1.20467 -2.63354 0.1 0.0 0.1
N -0.05819 1.60850 -3.82714 0.0 0.0 -0.1
H 1.44054 0.45921 3.63720 0.1 0.0 0.0
H 2.52144 0.76350 2.28583 0.0 0.0 0.0
H 1.07644 -0.20889 2.05932 0.1 0.1 0.0
H 0.12644 2.28509 3.10869 -0.1 0.0 -0.1
H 1.38082 2.73085 1.97873 -0.1 0.1 0.1
H -0.69091 2.80645 0.83712 0.0 0.0 -0.1
H 0.27958 1.52053 0.15446 -0.1 -0.1 0.0
H -2.31510 1.22512 0.63126 0.0 0.1 0.1
H -1.84860 0.98523 2.28820 0.0 0.0 0.0
H -1.00020 -1.11940 1.90953 0.0 0.0 -0.1
H -2.26580 -1.05430 0.68884 0.0 0.0 0.1
H 0.70264 -2.21791 2.06446 -0.2 -0.2 0.0
H 1.12312 -3.58851 1.09532 0.4 0.1 -0.1
H 0.96820 -1.07428 -2.81057 -0.3 0.2 0.0
H -0.11057 -2.45719 -2.88585 0.0 0.0 0.0
H -1.69891 -1.57638 -1.51794 -0.1 0.1 0.3
H -1.75927 1.00624 -1.39461 0.0 0.0 0.0
H -1.83622 0.19019 -2.94338 0.0 0.1 0.0
H 0.81547 1.41488 -1.96662 0.0 0.0 0.1
H 0.77366 2.15042 -4.05757 0.0 0.0 0.0

***

Electronic energy per entry: -10690.408; -10691.934; -152528.656; -86690.416; -341215.349; -24748.398 eV